Record 1
2 unconnected molecules or ions with the total composition C3H6NO2, computed with ωB97M-V with the def2-TZVPD basis set.

The calculation puts the energy above the lowest of the compared OMol25 structures with the same formula, charge and spin at 117.9 kJ/mol. The frontier orbital gap is 8.55 eV.

```
! RIJCOSX wB97M-V def2-TZVPD def2/J DEFGRID3
* xyz -1 1
O 1.766 0.150 -1.290
C 2.039 0.996 -0.409
O 1.392 1.300 0.614
H 2.994 1.574 -0.574
C -0.728 -1.398 0.583
C -1.489 0.615 -0.227
N -1.769 -0.373 0.509
H -0.239 -1.319 1.552
H 0.022 -1.283 -0.205
H -1.209 -2.377 0.508
H -2.212 1.432 -0.255
H -0.567 0.683 -0.806
*
```

Results of the Löwdin charge analysis, in e, for atoms 1 through 5: atom 1 (O): -0.16, atom 2 (C): -0.69, atom 3 (O): -0.14, atom 4 (H): 0.08, atom 5 (C): -0.17

Record 2
4 unconnected molecules or ions with the total composition C8H16Cl8 at a distorted geometry, computed with ωB97M-V with the def2-TZVPD basis set.

The calculation puts the energy above the lowest of the compared OMol25 structures with the same formula, charge and spin at 73.6 kJ/mol. The frontier orbital gap (spin up / spin down) is 1.64 / 9.95 eV.

```
! RIJCOSX wB97M-V def2-TZVPD def2/J DEFGRID3
* xyz -1 2
Cl -28.967 -3.783 17.667
C -30.299 -4.908 17.540
C -31.609 -4.215 18.015
Cl -31.569 -3.906 19.789
H -30.022 -5.798 18.104
H -30.380 -5.282 16.519
H -32.464 -4.888 17.974
H -32.069 -3.376 17.493
Cl -29.453 -7.626 22.310
C -30.225 -6.075 22.009
C -29.144 -4.978 21.739
Cl -28.183 -5.474 20.305
H -30.929 -5.811 22.798
H -30.763 -6.248 21.077
H -28.443 -4.971 22.574
H -29.392 -3.922 21.633
Cl -33.145 -7.326 14.926
C -34.070 -5.878 15.542
C -35.431 -5.894 14.864
Cl -36.342 -4.416 15.247
H -33.510 -4.947 15.451
H -34.308 -5.937 16.604
H -35.945 -6.810 15.153
H -35.265 -5.939 13.787
Cl -25.878 -8.882 15.298
C -26.514 -9.657 16.870
C -27.500 -8.609 17.624
Cl -28.952 -8.177 16.640
H -25.698 -9.994 17.508
H -27.145 -10.463 16.495
H -27.031 -7.652 17.852
H -27.792 -8.973 18.609
*
```

Results of the Löwdin charge analysis, in e, for atoms 1 through 5: atom 1 (Cl): 0.50, atom 2 (C): -0.72, atom 3 (C): -0.66, atom 4 (Cl): 0.38, atom 5 (H): 0.00

Record 3
A single C19H29N3O5S molecule at a distorted geometry, computed with ωB97M-V with the def2-TZVPD basis set.

The calculation puts the energy above the lowest of the compared OMol25 structures with the same formula, charge and spin at 158.9 kJ/mol. The SMILES is CCN(CC)S(=O)(=O)N1CCC(C(=O)NC[C@H]2COc3ccccc3O2)CC1. The frontier orbital gap is 8.85 eV.

```
! RIJCOSX wB97M-V def2-TZVPD def2/J DEFGRID3
* xyz 0 1
C -1.902 2.896 5.346
C -0.512 2.859 4.717
N -0.243 1.674 3.927
C -0.125 0.392 4.590
C 1.250 0.207 5.227
S -0.839 1.737 2.389
O -2.149 2.309 2.326
O -0.670 0.438 1.794
N 0.203 2.888 1.757
C 1.589 2.472 1.689
C 1.835 1.420 0.608
C 1.253 1.858 -0.744
C 1.256 0.690 -1.729
O 1.834 0.732 -2.796
N 0.561 -0.389 -1.308
C 0.396 -1.560 -2.133
C -0.673 -1.358 -3.236
C -0.007 -1.160 -4.602
O 0.729 -2.307 -4.964
C 0.053 -3.480 -4.762
C 0.526 -4.634 -5.374
C -0.140 -5.833 -5.210
C -1.290 -5.890 -4.439
C -1.757 -4.752 -3.809
C -1.085 -3.545 -3.954
O -1.573 -2.445 -3.292
C -0.176 2.408 -0.618
C -0.264 3.443 0.500
H -2.652 2.787 4.568
H -2.047 3.847 5.851
H -2.026 2.098 6.075
H -0.400 3.696 4.026
H 0.260 2.935 5.488
H -0.278 -0.360 3.815
H -0.908 0.270 5.347
H 1.420 0.946 6.005
H 1.314 -0.783 5.670
H 2.031 0.305 4.477
H 2.187 3.369 1.500
H 1.848 2.076 2.672
H 1.371 0.491 0.933
H 2.908 1.249 0.501
H 1.891 2.640 -1.170
H 0.027 -0.334 -0.453
H 0.098 -2.397 -1.498
H 1.358 -1.787 -2.604
H -1.288 -0.486 -2.989
H -0.781 -0.959 -5.356
H 0.705 -0.334 -4.560
H 1.415 -4.561 -5.980
H 0.234 -6.723 -5.693
H -1.820 -6.822 -4.320
H -2.642 -4.772 -3.193
H -0.875 1.607 -0.376
H -0.478 2.856 -1.567
H 0.348 4.322 0.276
H -1.297 3.753 0.657
*
```

Results of the Löwdin charge analysis, in e, for atoms 1 through 5: atom 1 (C): -0.07, atom 2 (C): -0.25, atom 3 (N): -0.26, atom 4 (C): -0.24, atom 5 (C): -0.07

Record 4
A molecular structure, C5H8FHgO4 at a distorted geometry, computed with ωB97M-V with the def2-TZVPD basis set.

The calculation puts the energy above the lowest of the compared OMol25 structures with the same formula, charge and spin at 0.0 kJ/mol. The frontier orbital gap (spin up / spin down) is 9.42 / 7.35 eV.

```
! RIJCOSX wB97M-V def2-TZVPD def2/J DEFGRID3
* xyz 0 2
C 2.102 -0.016 -0.021
O 1.013 -0.909 -0.216
C 3.220 -0.301 -1.009
H 1.769 1.030 -0.131
H 2.464 -0.137 1.013
H 4.054 0.397 -0.845
H 3.596 -1.326 -0.883
H 2.867 -0.182 -2.042
C -3.055 0.646 0.474
O -3.009 -0.209 -0.460
C -0.437 -0.419 -0.266
C -0.814 0.193 1.076
O -1.872 1.131 0.918
O -4.071 0.937 1.130
F -0.450 0.566 -1.255
H -0.904 -1.377 -0.517
H -1.123 -0.610 1.755
H 0.019 0.757 1.508
Hg -5.370 -0.171 -0.229
*
```

Results of the Löwdin charge analysis, in e, for atoms 1 through 5: atom 1 (C): -0.30, atom 2 (O): -0.13, atom 3 (C): -0.08, atom 4 (H): 0.12, atom 5 (H): 0.11

Record 5
A single C19H20N2O3 molecule, computed with ωB97M-V with the def2-TZVPD basis set.

The calculation puts the energy above the lowest of the compared OMol25 structures with the same formula, charge and spin at 80.7 kJ/mol. The SMILES is Cc1cccc(NC(=O)COc2cccc3c2CCN(C)C3=O)c1. The frontier orbital gap is 9.05 eV.

```
! RIJCOSX wB97M-V def2-TZVPD def2/J DEFGRID3
* xyz 0 1
C -4.184 1.965 -1.554
C -3.428 2.326 -0.311
C -4.086 2.906 0.768
C -3.392 3.232 1.918
C -2.034 2.988 2.022
C -1.367 2.407 0.950
N 0.003 2.128 0.974
C 0.920 2.382 1.933
O 0.730 2.928 2.995
C 2.332 1.916 1.528
O 2.316 1.003 0.450
C 2.503 -0.340 0.696
C 3.403 -0.830 1.636
C 3.563 -2.194 1.805
C 2.835 -3.082 1.040
C 1.957 -2.601 0.076
C 1.789 -1.232 -0.109
C 0.832 -0.766 -1.168
C 0.846 -1.765 -2.320
N 0.581 -3.102 -1.839
C -0.141 -3.995 -2.712
C 1.164 -3.586 -0.714
O 1.034 -4.744 -0.356
C -2.069 2.080 -0.208
H -3.506 1.717 -2.368
H -4.825 1.104 -1.366
H -4.821 2.790 -1.867
H -5.146 3.104 0.700
H -3.912 3.683 2.750
H -1.491 3.243 2.915
H 0.369 1.664 0.150
H 2.893 2.799 1.203
H 2.814 1.516 2.422
H 3.993 -0.151 2.233
H 4.264 -2.558 2.541
H 2.929 -4.149 1.165
H 1.120 0.219 -1.536
H -0.177 -0.709 -0.745
H 0.076 -1.509 -3.053
H 1.823 -1.730 -2.824
H -0.195 -4.966 -2.222
H -1.150 -3.619 -2.889
H 0.375 -4.102 -3.670
H -1.541 1.633 -1.040
*
```

Results of the Löwdin charge analysis, in e, for atoms 1 through 5: atom 1 (C): -0.05, atom 2 (C): -0.28, atom 3 (C): -0.06, atom 4 (C): -0.07, atom 5 (C): -0.01

Record 6
A molecular structure, C3H5NO2 at a distorted geometry, computed with ωB97M-V with the def2-TZVPD basis set.

The calculation puts the energy above the lowest of the compared OMol25 structures with the same formula, charge and spin at 438.5 kJ/mol. The frontier orbital gap is 9.76 eV.

```
! RIJCOSX wB97M-V def2-TZVPD def2/J DEFGRID3
* xyz 0 1
C 0.468 1.073 -0.015
C -0.338 -0.236 0.016
C -1.772 -0.159 0.021
H -0.152 2.005 -0.574
H 0.668 1.407 1.148
H 1.708 0.879 -0.506
H -2.189 0.845 -0.112
H 2.066 -2.124 0.064
N 0.306 -1.370 -0.064
O -2.476 -1.164 0.006
O 1.711 -1.156 0.016
*
```

Results of the Löwdin charge analysis, in e, for atoms 1 through 5: atom 1 (C): -0.09, atom 2 (C): -0.36, atom 3 (C): -0.23, atom 4 (H): 0.12, atom 5 (H): 0.12